{
  "formula": "C19H17BN2O4",
  "method": "wB97M-V/def2-TZVPD",
  "gap_ev": 8.47,
  "spin_multiplicity": 1,
  "largest_force_ev_per_a": 3.448,
  "total_energy_ha": -1169.6352,
  "smiles": "N#Cc1ccccc1CC(=O)N[C@@H](Cc1coc2ccccc12)B(O)O",
  "elements": ["N", "O", "C", "O", "O", "O", "B", "C", "C", "C", "C", "C", "C", "C", "C", "C", "C", "C", "C", "C", "C", "C", "N", "C", "C", "C", "H", "H", "H", "H", "H", "H", "H", "H", "H", "H", "H", "H", "H", "H", "H", "H", "H"],
  "coordinates": [[-0.062, 2.621, -1.895], [0.341, 0.876, 2.515], [-0.619, 2.947, -0.929], [2.590, 1.044, -1.818], [4.265, -0.195, -0.612], [-1.258, -3.292, 0.440], [2.972, 0.292, -0.719], [-0.201, 0.759, 1.442], [-0.327, -2.598, 1.196], [0.778, -2.293, 0.496], [-2.396, 5.092, 1.300], [-0.329, -4.377, -2.952], [0.990, -3.929, -2.871], [-2.968, 4.314, 2.244], [-1.523, 4.594, 0.338], [-1.163, -4.285, -1.851], [1.494, -3.144, -1.819], [-2.769, 2.977, 2.080], [-1.352, 3.244, 0.224], [-0.699, -3.522, -0.777], [0.588, -2.953, -0.766], [-1.888, 2.434, 1.180], [0.590, 0.441, 0.387], [-1.670, 0.943, 1.192], [2.013, -1.502, 1.030], [1.964, -0.037, 0.509], [1.876, 1.712, -1.765], [4.842, -0.033, -1.409], [-0.537, -2.384, 2.254], [-2.521, 6.141, 1.245], [-0.587, -4.999, -3.768], [1.648, -4.139, -3.701], [-3.554, 4.766, 3.054], [-1.004, 5.228, -0.356], [-2.119, -4.778, -1.762], [2.398, -2.526, -1.877], [-3.143, 2.286, 2.868], [0.219, 0.253, -0.517], [-2.150, 0.470, 0.296], [-2.263, 0.554, 1.988], [2.929, -1.926, 0.583], [2.030, -1.607, 2.093], [2.577, 0.528, 1.213]]
}



{
  "formula": "C19H17BrF3N3O3",
  "method": "wB97M-V/def2-TZVPD",
  "gap_ev": 9.71,
  "spin_multiplicity": 1,
  "largest_force_ev_per_a": 0.074,
  "total_energy_ha": -3997.8244,
  "smiles": "O=C(c1ccc(Br)c(C(F)(F)F)c1)N1CCC2(CC1)CCN2C(=O)c1cnoc1",
  "elements": ["O", "C", "C", "C", "C", "C", "Br", "C", "C", "F", "F", "F", "C", "N", "C", "C", "C", "C", "C", "C", "C", "N", "C", "O", "C", "C", "N", "O", "C", "H", "H", "H", "H", "H", "H", "H", "H", "H", "H", "H", "H", "H", "H", "H", "H", "H"],
  "coordinates": [[3.251, 0.450, 1.162], [2.223, 0.975, 0.766], [2.294, 2.322, 0.103], [3.330, 2.567, -0.785], [3.470, 3.815, -1.369], [2.588, 4.834, -1.045], [2.849, 6.508, -1.881], [1.561, 4.611, -0.131], [0.591, 5.698, 0.266], [-0.305, 5.254, 1.163], [1.211, 6.750, 0.822], [-0.109, 6.153, -0.787], [1.422, 3.350, 0.433], [0.988, 0.423, 0.949], [-0.119, 0.603, 0.011], [-0.102, -0.512, -1.037], [-0.006, -1.925, -0.464], [1.037, -2.002, 0.649], [0.927, -0.857, 1.651], [0.177, -3.023, -1.547], [-1.149, -3.662, -1.094], [-1.307, -2.570, -0.137], [-2.305, -2.220, 0.696], [-2.268, -1.214, 1.395], [-3.503, -3.091, 0.740], [-4.701, -2.719, 1.419], [-5.615, -3.634, 1.340], [-5.051, -4.660, 0.592], [-3.811, -4.318, 0.249], [4.034, 1.776, -1.007], [4.268, 4.009, -2.071], [0.632, 3.174, 1.149], [-1.049, 0.583, 0.575], [-0.033, 1.564, -0.488], [-0.984, -0.438, -1.679], [0.777, -0.371, -1.675], [0.961, -2.968, 1.154], [2.026, -1.952, 0.183], [1.747, -0.897, 2.362], [-0.023, -0.898, 2.181], [0.161, -2.639, -2.564], [1.058, -3.644, -1.405], [-1.935, -3.705, -1.849], [-1.042, -4.643, -0.626], [-4.888, -1.805, 1.959], [-3.276, -5.051, -0.328]]
}



{
  "formula": "C19H17BrN3O2PS",
  "method": "wB97M-V/def2-TZVPD",
  "gap_ev": 8.65,
  "spin_multiplicity": 1,
  "largest_force_ev_per_a": 2.345,
  "total_energy_ha": -4362.3945,
  "smiles": "N=[PH2]c1ccc2c(c1)Sc1c(ccc(Br)c1CON=O)N2.c1ccccc1",
  "elements": ["N", "P", "C", "C", "C", "C", "C", "C", "S", "C", "C", "C", "C", "C", "Br", "C", "C", "O", "N", "O", "N", "H", "H", "H", "H", "H", "H", "H", "H", "H", "H", "H", "C", "C", "C", "C", "C", "C", "H", "H", "H", "H", "H", "H"],
  "coordinates": [[-2.525, 2.708, -4.500], [-3.310, 1.942, -3.366], [-2.246, 1.323, -2.028], [-2.706, 1.142, -0.738], [-1.893, 0.712, 0.274], [-0.565, 0.428, 0.026], [-0.103, 0.606, -1.264], [-0.916, 1.041, -2.269], [1.629, 0.255, -1.518], [2.289, 0.919, 0.006], [1.517, 0.705, 1.127], [1.913, 1.196, 2.351], [3.093, 1.898, 2.406], [3.867, 2.079, 1.299], [5.509, 3.038, 1.498], [3.490, 1.596, 0.056], [4.341, 1.790, -1.181], [4.592, 3.188, -1.448], [3.339, 3.834, -1.425], [3.436, 4.913, -0.995], [0.300, -0.022, 1.034], [-1.529, 2.719, -4.313], [-4.201, 2.858, -2.756], [-4.022, 0.876, -3.972], [-3.748, 1.376, -0.523], [-2.268, 0.572, 1.286], [-0.529, 1.167, -3.278], [1.289, 1.051, 3.227], [3.420, 2.323, 3.351], [3.868, 1.356, -2.067], [5.313, 1.313, -1.034], [-0.164, -0.121, 1.927], [-2.287, -3.157, 0.791], [-0.980, -3.215, 1.257], [-0.567, -4.288, 2.037], [-1.459, -5.307, 2.343], [-2.765, -5.250, 1.875], [-3.181, -4.174, 1.102], [-2.609, -2.319, 0.185], [-0.283, -2.425, 1.012], [0.450, -4.330, 2.405], [-1.136, -6.145, 2.947], [-3.460, -6.046, 2.112], [-4.201, -4.128, 0.741]]
}



| no. | E_HOMO (eV) |
| --- | --- |
| 1 | -8.41 |
| 2 | -9.45 |
| 3 | -8.51 |